# 1
{
  "formula": "C15H18BF6FeN4O7S3Se3Te",
  "method": "wB97M-V/def2-TZVPD",
  "species": ["H", "O", "H", "N", "N", "H", "C", "Te", "C", "F", "O", "C", "Se", "H", "O", "F", "H", "H", "C", "C", "S", "C", "S", "H", "F", "Se", "H", "Se", "H", "B", "O", "C", "H", "N", "H", "F", "N", "H", "C", "H", "C", "H", "H", "C", "H", "O", "O", "C", "H", "F", "F", "C", "S", "C", "H", "C", "C", "O", "Fe"],
  "xyz": [[1.721, -6.788, -3.971], [0.828, -4.898, -5.249], [1.876, 3.172, 1.855], [-0.557, -1.944, -2.707], [-0.906, 3.153, -3.404], [2.967, 2.092, 4.508], [-2.232, 3.906, -0.952], [-3.606, -2.068, 1.246], [1.223, 1.509, -2.452], [2.396, 1.189, -2.956], [-3.448, 3.078, -3.025], [1.193, 1.720, 3.323], [-5.232, -3.658, 0.447], [0.891, 1.966, 1.177], [-0.207, 2.401, 3.340], [-3.407, 3.878, -0.260], [1.649, -0.070, 5.509], [1.145, -1.834, 2.747], [1.376, -3.781, -1.882], [1.685, 2.066, 1.976], [-2.901, 1.713, 2.359], [1.127, -4.930, -4.075], [-2.176, 2.697, -2.454], [2.252, -5.779, -2.598], [1.317, 2.473, -1.497], [-4.546, -0.748, -2.569], [2.253, -4.334, -1.533], [-3.338, -2.497, -1.386], [-0.749, -1.392, -0.680], [-1.091, 1.412, 2.995], [1.282, 3.048, -4.507], [-2.883, 3.239, 2.838], [0.506, -1.384, 4.869], [-2.988, 4.394, 3.076], [1.513, 1.998, 5.474], [-1.960, 5.126, -1.307], [1.616, -5.988, -3.355], [2.647, 1.501, 1.703], [-0.236, -2.052, -1.386], [1.797, 3.366, 4.557], [0.727, -0.267, 4.925], [1.825, -0.653, 1.639], [-0.181, 0.138, 5.428], [0.776, -2.949, -0.974], [1.173, -2.932, 0.059], [-1.969, 1.333, -1.979], [-0.264, 1.035, -4.719], [-0.009, -2.787, -3.588], [2.614, -0.836, 3.112], [-1.221, 3.516, -0.101], [0.780, 0.338, -1.899], [1.597, -0.827, 2.697], [0.289, 2.189, -3.924], [0.962, -3.757, -3.229], [-0.436, -2.857, -4.652], [1.920, 2.283, 4.523], [0.766, 0.195, 3.436], [-0.569, 0.114, 2.843], [-1.576, -0.231, -3.394]],
  "max_force_ha_per_bohr": 0.132,
  "total_energy_ha": -11882.7698,
  "s2": 8.835,
  "e_homo_ev": [0.67, -0.32],
  "multiplicity": 6,
  "molar_mass_g_mol": 1007.66,
  "gap_ev": [2.85, 3.83],
  "total_charge": -2,
  "de_lowest_kcal_mol": 140.1
}

# 2
{
  "formula": "C15H18BIrN3O2SSbSe4",
  "method": "wB97M-V/def2-TZVPD",
  "species": ["Ir", "H", "C", "Se", "H", "C", "Se", "H", "H", "C", "C", "O", "N", "C", "N", "O", "C", "H", "Sb", "S", "C", "H", "Se", "H", "C", "C", "H", "H", "H", "C", "H", "Se", "C", "H", "H", "B", "N", "H", "H", "C", "C", "H", "C", "H", "C", "H"],
  "xyz": [[1.085, -3.488, -0.115], [-0.856, 6.174, 1.710], [-0.035, -5.219, -2.397], [-0.814, -5.007, 4.399], [-0.985, 4.890, 3.673], [-0.153, 2.842, 1.014], [-1.322, -3.841, 0.610], [-2.764, 2.981, 1.871], [-0.640, 5.494, 0.098], [-0.443, -5.289, -3.682], [-2.363, 3.900, 1.439], [1.408, -0.573, -0.687], [5.000, -2.291, -0.587], [-0.057, -1.692, -3.249], [0.171, -3.893, -2.052], [0.108, -0.850, 1.158], [4.218, -3.093, -0.872], [0.439, -1.420, -4.181], [-0.601, -3.074, 2.939], [3.108, -4.273, -1.370], [0.667, 2.994, -0.101], [-0.766, -3.677, -5.038], [-2.049, -1.304, 3.764], [0.117, -6.015, -1.687], [-0.384, 1.554, 1.521], [0.198, 0.497, 0.873], [0.705, 5.478, 1.261], [0.493, 3.952, 3.396], [-1.046, 3.125, 3.679], [-0.853, 4.019, 1.692], [0.859, 3.981, -0.499], [1.809, -3.521, 2.062], [-0.581, 3.989, 3.203], [1.909, 2.040, -1.606], [-2.887, 4.751, 1.884], [0.841, -1.521, 0.187], [-0.491, -3.984, -4.123], [-1.061, -1.264, -3.249], [-1.011, 1.366, 2.380], [-0.376, 5.368, 1.151], [-0.117, -3.168, -3.111], [0.498, -1.268, -2.419], [1.264, 1.906, -0.747], [-0.672, -6.127, -4.314], [0.998, 0.659, -0.243], [-2.569, 3.891, 0.366]],
  "max_force_ha_per_bohr": 0.048,
  "total_energy_ha": -11270.7599,
  "s2": 0.775,
  "e_homo_ev": [-4.69, -4.32],
  "multiplicity": 2,
  "molar_mass_g_mol": 945.02,
  "gap_ev": [6.54, 4.48],
  "total_charge": -1,
  "de_lowest_kcal_mol": 9.3
}

# 3
{
  "formula": "C15H18BN9OPd",
  "method": "wB97M-V/def2-TZVPD",
  "species": ["H", "C", "H", "C", "C", "H", "H", "N", "C", "H", "H", "Pd", "N", "C", "H", "C", "H", "C", "B", "H", "C", "N", "N", "H", "H", "C", "N", "C", "O", "N", "N", "N", "C", "H", "C", "C", "H", "C", "H", "H", "N", "H", "C", "H", "H"],
  "xyz": [[0.689, 3.739, 0.611], [-1.519, -1.467, 2.887], [-2.958, -3.075, 3.297], [-2.231, -0.999, -1.243], [-0.050, 2.878, 2.547], [-3.255, -2.191, 1.810], [-2.825, -1.816, -0.865], [-0.616, 0.438, -1.262], [2.620, -1.785, 0.184], [-1.427, -5.420, 0.923], [-2.006, -0.594, 3.298], [-0.310, -1.109, 1.292], [-1.987, -4.812, 1.501], [-2.406, -0.222, -2.385], [-1.112, 1.483, -3.027], [-0.342, 1.544, 2.779], [4.595, -1.567, -0.820], [-1.649, -3.542, 1.638], [0.668, 1.141, -0.725], [2.132, 3.295, -4.608], [3.605, -1.198, -0.614], [0.326, 1.682, 0.712], [-1.154, -0.585, -0.583], [1.804, 5.139, -2.591], [-3.185, -0.299, -3.125], [1.807, 3.128, -3.595], [-0.116, 0.828, 1.678], [-2.465, -2.582, 2.455], [-0.620, -3.099, 1.062], [1.788, 0.060, -0.571], [1.540, -1.014, 0.211], [1.113, 2.185, -1.722], [3.035, -0.026, -1.070], [-0.730, -1.830, 3.553], [1.462, 1.938, -3.017], [1.638, 4.072, -2.561], [-2.794, -5.189, 1.967], [-1.366, 0.681, -2.354], [2.647, -2.705, 0.746], [3.439, 0.753, -1.695], [1.225, 3.511, -1.442], [1.439, 0.938, -3.424], [0.365, 2.922, 1.232], [-0.689, 1.067, 3.679], [-0.126, 3.701, 3.237]],
  "max_force_ha_per_bohr": 0.021,
  "total_energy_ha": -1303.0504,
  "s2": 0.754,
  "e_homo_ev": [-11.79, -11.79],
  "multiplicity": 2,
  "molar_mass_g_mol": 457.60,
  "gap_ev": [8.60, 7.10],
  "total_charge": 1
}

Number 3 is which compound?
C15H18BN9OPd

Which value of multiplicity does entry 2 give?
2